No. 1
Here is a structure of composition C42H38Cl3InN6S2 at a distorted geometry from the OMol25 dataset. Energies are from ωB97M-V/def2-TZVPD.

Geometry (Å):
In 10.978 9.878 16.267
S 9.730 12.593 22.621
C 10.926 11.900 23.687
C 11.877 11.216 22.954
C 11.568 11.290 21.586
C 10.433 11.991 21.194
C 9.894 12.229 19.863
C 9.843 10.961 18.914
N 9.913 11.276 17.515
C 9.567 12.504 17.039
C 9.377 13.571 17.911
C 9.171 14.878 17.352
C 9.157 15.096 15.996
C 9.524 14.031 15.100
C 9.799 14.198 13.733
C 10.301 13.170 12.960
C 10.484 11.930 13.632
N 10.160 11.700 14.881
C 9.706 12.709 15.649
C 10.745 13.375 11.532
C 10.957 12.466 10.537
C 11.486 13.040 9.343
C 11.675 14.378 9.481
S 11.197 14.982 11.013
C 9.629 13.421 19.317
H 10.771 11.824 24.758
H 12.697 10.683 23.447
H 12.232 10.816 20.856
H 10.732 10.329 19.116
H 8.955 15.637 18.139
H 9.018 16.089 15.531
H 9.684 15.215 13.308
H 10.889 11.042 13.078
H 10.788 11.423 10.742
H 11.705 12.438 8.446
H 12.052 15.171 8.807
H 9.687 14.320 19.921
N 14.161 12.705 17.581
C 12.875 12.268 17.451
N 12.779 11.017 17.149
C 14.101 10.586 17.055
C 14.573 9.310 16.824
C 15.912 9.087 16.976
C 16.785 10.121 17.290
C 16.380 11.418 17.421
C 14.986 11.610 17.315
H 14.410 13.660 17.790
H 12.055 12.927 17.600
H 13.827 8.575 16.474
H 16.316 8.136 16.795
H 17.792 9.902 17.458
H 17.117 12.197 17.711
C 6.517 11.241 18.333
C 7.335 10.729 19.482
C 6.837 10.723 20.718
C 7.383 9.964 21.826
C 6.748 10.144 23.195
C 8.444 9.180 21.696
C 9.078 9.093 20.379
C 8.598 10.052 19.254
N 10.073 8.360 20.003
C 10.581 7.250 20.826
C 11.497 7.769 21.941
C 11.418 6.376 19.859
C 9.449 6.326 21.343
H 5.593 11.608 18.716
H 6.240 10.386 17.711
H 7.099 11.970 17.744
H 5.867 11.128 20.871
H 7.414 9.743 23.977
H 5.793 9.602 23.258
H 6.524 11.152 23.443
H 8.891 8.704 22.534
H 8.555 9.432 18.324
H 12.425 8.126 21.543
H 11.764 6.997 22.678
H 11.110 8.623 22.410
H 12.112 6.977 19.288
H 10.721 5.869 19.139
H 12.017 5.619 20.445
H 8.685 6.744 21.997
H 9.885 5.435 21.905
H 8.869 5.964 20.445
C 11.660 8.427 14.915
H 10.736 8.196 14.357
H 11.937 7.567 15.518
Cl 14.641 9.173 13.513
C 15.316 10.703 13.151
Cl 15.044 11.104 11.460
Cl 17.051 10.671 13.488
C 14.760 11.808 13.972
N 14.282 12.796 14.344

Properties
- HOMO energy: -6.5 eV
- Kohn-Sham gap: 0.227 hartree
- Net charge: 0

=====

No. 2
Here is a cluster of 6 separate species, C42H38F9O22P in total at a distorted geometry from the OMol25 dataset. Energies are from ωB97M-V/def2-TZVPD.

Geometry (Å):
C 8.031 -0.244 -0.643
O 7.063 -0.031 -1.637
C 7.328 -0.718 -2.839
C 6.333 -1.877 -3.085
C 5.165 -1.952 -2.109
C 3.802 -1.550 -2.627
F 3.341 -2.489 -3.499
F 2.946 -1.483 -1.568
C 3.734 -0.193 -3.362
F 4.505 0.694 -2.680
F 4.223 -0.336 -4.619
C 2.279 0.389 -3.486
F 2.141 0.945 -4.715
F 1.368 -0.599 -3.402
C 1.996 1.550 -2.486
F 0.685 1.862 -2.528
F 2.318 1.241 -1.221
F 2.688 2.633 -2.900
C 7.420 0.293 -4.025
O 7.594 1.607 -3.556
C 6.649 2.567 -4.020
P 6.539 3.988 -2.853
C 5.752 3.316 -1.342
C 8.298 4.146 -2.330
H 8.983 0.203 -0.919
H 8.162 -1.303 -0.435
H 7.692 0.247 0.260
H 8.319 -1.150 -2.756
H 6.012 -1.855 -4.118
H 6.889 -2.800 -2.994
H 5.342 -1.404 -1.195
H 5.028 -2.988 -1.825
H 8.311 0.044 -4.597
H 6.578 0.198 -4.703
H 5.664 2.136 -4.164
H 6.993 2.969 -4.972
H 5.885 4.067 -0.570
H 4.690 3.165 -1.465
H 6.242 2.413 -0.992
H 8.905 3.831 -3.169
H 8.529 5.164 -2.061
H 8.508 3.458 -1.519
O -5.085 -0.087 0.356
C -3.901 -0.358 0.207
C -3.178 -0.162 -1.027
C -1.877 -0.475 -1.084
O -1.122 -0.297 -2.150
C -1.143 -1.043 0.101
O 0.036 -1.306 -0.041
C -1.873 -1.238 1.340
C -3.173 -0.918 1.397
O -3.908 -1.072 2.486
H -3.716 0.261 -1.863
H -0.231 -0.606 -1.901
H -1.336 -1.639 2.187
H -4.819 -0.808 2.252
O -2.091 2.532 0.172
C -1.342 3.402 0.574
C 0.097 3.363 0.376
C 0.859 4.354 0.850
O 2.180 4.384 0.691
C 0.273 5.519 1.599
O 1.037 6.367 2.012
C -1.171 5.566 1.779
C -1.935 4.578 1.296
O -3.256 4.555 1.417
H 0.507 2.520 -0.162
H 2.501 5.201 1.128
H -1.584 6.416 2.303
H -3.557 3.734 0.986
O 7.628 1.619 4.695
C 6.845 2.355 4.125
C 5.725 1.890 3.328
C 4.920 2.774 2.721
O 3.886 2.392 1.985
C 5.150 4.262 2.841
O 4.400 5.018 2.253
C 6.259 4.725 3.657
C 7.056 3.836 4.263
O 8.084 4.184 5.022
H 5.575 0.823 3.249
H 3.440 3.190 1.637
H 6.404 5.792 3.748
H 8.486 3.349 5.329
O -8.440 -6.136 -1.666
C -8.038 -5.215 -0.979
C -7.507 -3.977 -1.515
C -7.066 -3.013 -0.692
O -6.577 -1.875 -1.164
C -7.112 -3.191 0.809
O -6.689 -2.303 1.520
C -7.671 -4.426 1.344
C -8.106 -5.378 0.510
O -8.623 -6.543 0.905
H -7.480 -3.870 -2.590
H -6.285 -1.276 -0.437
H -7.707 -4.532 2.415
H -8.829 -7.025 0.079
O -9.801 -5.296 3.032
C -10.999 -5.115 3.136
C -11.605 -3.895 3.638
C -12.938 -3.809 3.728
O -13.568 -2.733 4.176
C -13.840 -4.944 3.323
O -15.038 -4.785 3.454
C -13.233 -6.155 2.798
C -11.899 -6.239 2.705
O -11.264 -7.300 2.233
H -10.948 -3.087 3.930
H -14.520 -2.943 4.138
H -13.889 -6.958 2.494
H -10.310 -7.083 2.265

Properties
- HOMO energy: -8.2 eV
- Kohn-Sham gap: 0.242 hartree
- Net charge: 0

=====

E_tot readings, ordered: -4318.74930; -4518.64756 Eh